# 1
Computed, not measured: one molecule with the formula C4H4N2, with ωB97M-V/def2-TZVPD.

```
10
Properties=species:S:1:pos:R:3:forces:R:3:nbo_charge:R:1
H -1.0675 0.1467 1.4315 0.541 -0.005 0.041 0.2618
H -0.4252 -1.9271 0.0410 -0.035 1.275 0.251 0.4042
C 2.0344 -0.0917 0.1321 -0.206 -0.720 0.002 -0.2596
H -0.6435 -0.9521 -1.3200 0.212 0.242 -0.192 0.3862
C -0.9127 1.6612 -0.0102 -0.554 -0.101 -0.956 0.2713
N -0.7459 -1.0246 -0.3276 -2.849 0.572 -0.131 -0.8078
H 2.6294 -0.8498 -0.3162 0.859 0.231 -0.083 0.2295
C -0.5385 0.2873 0.4841 -0.278 -1.610 -0.818 -0.2036
N -1.1714 2.7366 -0.3617 0.392 -1.587 0.605 -0.2689
C 0.8512 0.0346 0.3641 1.915 1.703 1.282 -0.0132
```
Positions in Å, forces in eV/Å.

For the highest occupied orbital energy, the calculation gives -0.33374 Ha. The calculation puts the gap between HOMO and LUMO at 9.61 eV. As for the SMILES: C#C[C@H](N)C#N. The value obtained for the energy above the lowest of the compared OMol25 structures with the same formula, charge and spin is 405.23 kJ/mol.



# 2
Computed, not measured: C4H4N2 as an isolated structure, with ωB97M-V/def2-TZVPD.

```
10
Properties=species:S:1:pos:R:3:forces:R:3:nbo_charge:R:1
H -2.2211 1.4004 -0.2695 -2.253 1.822 0.098 0.2082
C 1.5346 -0.4304 0.0266 -1.267 0.653 -0.748 -0.4371
H 1.7739 0.6496 0.0985 1.179 -0.943 -0.039 0.2289
N -0.2475 1.0414 -0.7488 0.236 1.138 -0.514 -0.2293
H 2.0326 -1.0755 -0.7154 0.546 0.681 0.613 0.2208
C -1.3626 0.8740 -0.1627 0.494 -0.432 -0.114 0.0665
N 0.1737 -0.2707 -0.5541 -1.323 -2.499 1.827 -0.2064
C -2.1111 -0.7766 1.0383 1.018 -0.088 -0.548 0.2080
H 1.5176 -0.8880 1.0111 -0.015 0.007 0.001 0.2132
C -1.0900 -0.5242 0.2759 1.383 -0.338 -0.576 -0.2728
```
Positions in Å, forces in eV/Å.

For the highest occupied orbital energy, the calculation gives -0.35979 Ha. The calculation puts the gap between HOMO and LUMO at 9.28 eV. The value obtained for the energy above the lowest of the compared OMol25 structures with the same formula, charge and spin is 705.09 kJ/mol.



# 3
Computed, not measured: one molecule with the formula C4H4N2, with ωB97M-V/def2-TZVPD.

```
10
Properties=species:S:1:pos:R:3:forces:R:3:nbo_charge:R:1
H -0.6305 0.8239 1.2357 0.148 0.132 -0.062 0.2507
C -0.6881 1.2636 -0.7892 -0.378 0.566 -0.662 0.2690
N -1.2003 -0.9039 0.2433 -0.042 -0.001 -0.055 -0.7983
C 1.0610 -0.0161 0.3289 0.482 -0.218 -0.012 -0.0374
H -1.9526 -0.8029 -0.4250 0.005 -0.022 0.032 0.3775
N -1.0384 2.0033 -1.6066 0.426 -0.771 0.807 -0.2969
C 2.2163 -0.3495 0.3506 -0.511 0.221 -0.009 -0.1759
H -0.6420 -1.7050 -0.0086 0.049 -0.036 -0.134 0.3779
H 3.2504 -0.6196 0.3665 -0.207 0.042 0.004 0.2443
C -0.3757 0.3063 0.3045 0.028 0.087 0.091 -0.2109
```
Positions in Å, forces in eV/Å.

For the highest occupied orbital energy, the calculation gives -0.38284 Ha. The calculation puts the gap between HOMO and LUMO at 11.22 eV. As for the SMILES: C#C[C@H](N)C#N. The value obtained for the energy above the lowest of the compared OMol25 structures with the same formula, charge and spin is 229.49 kJ/mol.



# 4
Computed, not measured: C4H4N2 as an isolated structure, with ωB97M-V/def2-TZVPD.

```
10
Properties=species:S:1:pos:R:3:forces:R:3:nbo_charge:R:1
N 3.4441 0.3482 0.5130 -2.217 -1.239 -1.344 0.0216
C 0.6981 0.0820 -0.0272 -1.486 1.789 -0.749 -0.1074
C 0.0631 1.1983 -0.0065 -0.490 -0.234 -0.219 -0.2122
C 1.8526 -0.6136 -0.1023 2.679 0.058 0.300 -0.0954
H 0.1688 2.2442 0.1694 -0.250 0.320 -0.067 0.2287
H -1.2122 -0.1651 -1.1758 -1.120 -0.738 -2.452 0.1929
C -0.8259 -0.0391 -0.2445 3.862 2.734 0.921 -0.3597
N 3.2140 0.0405 -0.5974 0.490 0.445 0.571 -0.0604
H 1.9351 -1.4616 0.4865 0.841 -1.669 0.658 0.2067
H -1.2760 -0.3011 0.6133 -2.311 -1.466 2.381 0.1853
```
Positions in Å, forces in eV/Å.

For the highest occupied orbital energy (spin up / spin down), the calculation gives -0.29816 / -0.29815 Ha. The calculation puts the gap between HOMO and LUMO (spin up / spin down) at 7.97 / 7.98 eV. The value obtained for the energy above the lowest of the compared OMol25 structures with the same formula, charge and spin is 591.94 kJ/mol.



# 5
Computed, not measured: one molecule with the formula C4H4N2, with ωB97M-V/def2-TZVPD.

```
10
Properties=species:S:1:pos:R:3:forces:R:3:nbo_charge:R:1
H -0.3691 -3.1180 0.1514 -0.076 0.010 0.203 0.2442
H -0.4379 0.3694 -1.8479 0.121 0.217 0.087 0.3662
N 1.2584 1.6218 2.0159 -0.643 -0.405 -0.902 -0.2879
C -0.2837 0.5874 0.1443 -0.075 -0.018 0.059 -0.2184
N 0.2079 0.8377 -1.2125 0.078 0.025 -0.076 -0.7704
H 1.0940 0.3494 -1.3268 -0.061 0.143 0.019 0.3649
C 0.5984 1.1857 1.1734 0.577 0.354 0.665 0.2777
C -0.4137 -0.8632 0.3677 -0.001 -0.639 -0.043 -0.0285
C -0.4017 -2.0630 0.2904 -0.019 0.501 -0.036 -0.2057
H -1.2525 1.0927 0.2441 0.097 -0.189 0.025 0.2579
```
Positions in Å, forces in eV/Å.

For the highest occupied orbital energy, the calculation gives -0.38010 Ha. The calculation puts the gap between HOMO and LUMO at 11.03 eV. As for the SMILES: C#C[C@H](N)C#N. The value obtained for the energy above the lowest of the compared OMol25 structures with the same formula, charge and spin is 230.86 kJ/mol.



# 6
Computed, not measured: one molecule with the formula C4H4N2, with ωB97M-V/def2-TZVPD.

```
10
Properties=species:S:1:pos:R:3:forces:R:3:nbo_charge:R:1
N 0.5735 0.4334 1.5562 -0.069 -0.267 -0.166 -0.2075
N 1.2979 0.9589 0.5784 -0.257 0.032 -0.209 -0.2075
H -0.6756 0.0346 -2.0208 0.650 -0.153 -0.061 0.2258
C -0.2026 0.0396 -1.0406 -0.006 -0.143 0.149 -0.2130
H -0.9064 -0.8466 2.1488 0.226 -0.041 -0.426 0.2094
C -0.7492 -0.7497 -0.0464 0.047 0.180 -0.097 -0.2128
C -0.3961 -0.4378 1.2709 0.281 0.043 -0.080 -0.0147
C 0.9055 0.8181 -0.6894 -0.117 0.070 0.267 -0.0149
H 1.5458 1.3263 -1.4174 -0.431 -0.115 0.194 0.2095
H -1.3928 -1.5767 -0.3396 -0.325 0.395 0.428 0.2257
```
Positions in Å, forces in eV/Å.

For the highest occupied orbital energy, the calculation gives -0.34296 Ha. The calculation puts the gap between HOMO and LUMO at 9.75 eV. As for the SMILES: c1ccnnc1. The value obtained for the energy above the lowest of the compared OMol25 structures with the same formula, charge and spin is 117.10 kJ/mol.



# 7
Computed, not measured: C4H4N2 as an isolated structure, with ωB97M-V/def2-TZVPD.

```
10
Properties=species:S:1:pos:R:3:forces:R:3:nbo_charge:R:1
C -1.0992 0.6562 0.0708 -0.001 -0.066 -0.001 -0.0292
N -0.0131 1.4532 0.0481 0.083 -0.296 -0.013 -0.3655
N 0.2266 -1.2441 -0.0553 0.073 0.135 0.005 -0.5763
C 1.3827 -0.5121 -0.0822 -0.212 0.425 0.022 -0.1543
H -2.0663 1.1508 0.1314 0.149 -0.089 -0.011 0.2020
H -1.8633 -1.3854 0.0396 0.125 0.110 -0.002 0.2142
C -1.0089 -0.7165 0.0215 0.087 0.092 -0.003 0.0079
H 1.2235 -1.8558 -0.1126 -0.145 -0.265 -0.002 0.5158
H 2.0351 1.5653 -0.0373 -0.133 -0.108 0.000 0.1969
C 1.1830 0.8883 -0.0240 -0.025 0.062 0.006 -0.0114
```
Positions in Å, forces in eV/Å.

For the highest occupied orbital energy, the calculation gives -0.32161 Ha. The calculation puts the gap between HOMO and LUMO at 8.98 eV. The value obtained for the energy above the lowest of the compared OMol25 structures with the same formula, charge and spin is 391.60 kJ/mol.



# 8
Computed, not measured: a 2-piece molecular cluster, C4H4N2 overall, with ωB97M-V/def2-TZVPD.

```
10
Properties=species:S:1:pos:R:3:forces:R:3:nbo_charge:R:1
C 1.4730 -0.2666 -0.0003 0.126 -0.228 -0.010 0.2346
H -1.3591 2.5714 -0.2460 -0.098 0.178 0.040 0.0176
C -0.4494 0.4898 0.0202 0.218 -0.231 -0.009 0.4404
C -1.3084 -0.4548 -0.0377 0.299 0.253 0.014 -0.2818
N 0.7436 0.8948 0.0533 -0.401 -0.200 -0.013 -0.4632
H -0.8068 -2.5792 -0.1455 0.082 0.114 0.007 0.2077
H -1.3618 2.5327 0.4958 -0.098 0.181 -0.022 0.0176
N 0.9317 -1.4687 -0.0693 -0.104 0.228 0.012 -0.4496
C -0.4138 -1.5660 -0.0879 0.104 -0.239 -0.012 0.0703
H 2.5511 -0.1533 0.0174 -0.128 -0.055 -0.007 0.2065
```
Positions in Å, forces in eV/Å.

For the highest occupied orbital energy (spin up / spin down), the calculation gives -0.36770 / -0.36769 Ha. The calculation puts the gap between HOMO and LUMO (spin up / spin down) at 10.12 / 10.12 eV. As for the SMILES: C1=C=NC=NC=1.[H][H]. The value obtained for the energy above the lowest of the compared OMol25 structures with the same formula, charge and spin is 435.73 kJ/mol.